[1]
This record from OMol25 describes C28H33BN7O5PbS8 as an isolated structure. The level of theory is wB97M-V/def2-TZVPD.

The geometry in XYZ format:
```
83
Properties=species:S:1:pos:R:3:forces:R:3
Pb 0.718 1.996 0.519 0.072 0.053 0.003
C -2.070 5.189 -1.275 -0.002 0.004 0.001
N -2.602 3.857 -1.449 0.025 -0.008 -0.018
C -3.178 3.384 -2.610 0.032 -0.006 -0.005
C -3.529 2.106 -2.368 0.022 -0.010 -0.003
N -3.178 1.791 -1.072 -0.085 0.037 0.015
B -3.594 0.371 -0.524 0.051 -0.012 -0.015
N -3.138 0.133 0.937 0.005 -0.047 0.014
C -4.009 0.184 2.000 0.003 0.029 0.001
C -3.338 -0.152 3.122 0.008 0.005 0.007
N -2.043 -0.408 2.735 0.013 -0.033 0.000
C -0.995 -0.944 3.582 0.023 0.010 0.012
C -1.931 -0.221 1.405 -0.012 0.008 -0.011
S -0.453 -0.469 0.547 -0.002 0.005 -0.001
C -2.614 2.871 -0.505 0.058 -0.033 0.004
S -2.002 3.070 1.088 -0.017 0.026 -0.007
H -1.434 5.442 -2.124 -0.002 -0.001 0.001
H -1.489 5.204 -0.356 0.001 0.000 -0.001
H -2.875 5.920 -1.197 0.000 0.000 0.004
H -3.268 3.991 -3.494 -0.001 0.002 -0.002
H -3.995 1.378 -3.010 0.000 -0.001 0.001
H -4.804 0.329 -0.517 -0.002 -0.010 -0.026
H -3.119 -0.460 -1.260 0.024 0.000 0.013
H -5.034 0.472 1.858 -0.001 -0.007 -0.002
H -3.645 -0.221 4.150 -0.005 -0.006 -0.003
H -1.345 -0.934 4.612 0.017 0.009 0.013
H -0.097 -0.342 3.482 0.040 0.012 0.011
H -0.763 -1.963 3.275 -0.007 -0.001 0.005
C 4.399 1.414 3.334 -0.024 -0.043 0.003
S 3.300 0.002 3.565 0.003 -0.081 -0.002
C 2.037 0.639 4.598 -0.014 -0.057 -0.012
C 1.212 1.686 4.375 -0.001 0.008 -0.013
S 1.227 2.864 3.100 -0.047 -0.004 0.021
S -0.065 1.868 5.568 0.014 0.033 0.022
C 0.276 0.488 6.540 -0.006 -0.045 -0.041
S -0.656 -0.009 7.810 -0.005 0.017 0.023
S 1.694 -0.335 6.012 -0.042 0.020 -0.010
H 5.301 1.002 2.883 -0.003 -0.005 -0.010
H 4.633 1.869 4.294 0.010 0.007 -0.017
H 3.949 2.129 2.653 -0.023 0.038 -0.004
C 0.673 -4.274 3.481 -0.013 0.007 0.004
C 1.002 -3.928 2.053 -0.014 0.004 -0.001
C 0.149 -4.269 1.009 0.003 -0.010 0.014
C 0.486 -3.986 -0.306 -0.009 0.023 0.016
C 1.688 -3.353 -0.578 -0.026 -0.010 -0.026
C 2.539 -2.968 0.450 0.018 0.012 0.029
C 2.187 -3.260 1.756 -0.005 0.041 -0.017
S 2.189 -3.166 -2.266 0.076 0.004 0.013
O 3.123 -4.215 -2.553 -0.007 0.018 0.008
O 0.985 -3.046 -3.057 0.007 -0.025 -0.001
N 2.976 -1.759 -2.400 0.007 -0.016 -0.007
C 2.187 -0.524 -2.360 0.002 0.004 0.004
C 3.079 0.630 -1.921 0.008 0.004 0.000
C 3.572 0.372 -0.493 0.035 -0.028 0.021
O 4.535 -0.403 -0.370 -0.030 -0.017 -0.014
O 2.929 0.915 0.458 -0.083 0.013 -0.081
H -0.358 -4.613 3.582 -0.001 0.007 -0.002
H 0.820 -3.416 4.140 0.016 -0.015 0.000
H 1.325 -5.072 3.842 -0.007 -0.006 -0.001
H -0.791 -4.763 1.224 0.002 0.004 0.000
H -0.179 -4.249 -1.118 0.003 -0.005 -0.001
H 3.458 -2.427 0.254 -0.002 0.005 -0.009
H 2.844 -2.953 2.560 0.023 0.033 0.030
H 3.833 -1.704 -1.847 0.006 -0.002 0.007
H 1.343 -0.623 -1.667 0.014 0.009 0.022
H 1.778 -0.338 -3.354 0.000 -0.005 0.008
H 2.508 1.557 -1.981 0.001 -0.012 0.009
H 3.939 0.697 -2.590 0.002 0.010 -0.004
N -1.453 -1.909 -4.168 -0.054 0.044 -0.023
C -1.766 -0.748 -4.778 -0.006 -0.043 0.016
O -2.581 -0.658 -5.684 -0.003 0.010 -0.020
C -1.059 0.474 -4.270 -0.023 0.000 0.008
C -0.775 1.502 -5.156 -0.001 0.010 0.009
C -0.150 2.640 -4.679 -0.005 0.001 0.002
C 0.149 2.708 -3.326 -0.003 0.027 0.009
N -0.140 1.741 -2.462 -0.012 -0.023 0.017
C -0.733 0.644 -2.930 -0.061 0.018 -0.007
H -1.884 -2.741 -4.534 0.001 0.005 -0.003
H -0.622 -2.032 -3.603 0.022 -0.005 -0.008
H -1.054 1.393 -6.196 -0.001 -0.002 0.001
H 0.104 3.462 -5.335 0.000 -0.001 0.001
H 0.644 3.584 -2.914 0.004 -0.002 -0.001
H -0.981 -0.113 -2.192 -0.002 -0.005 0.006
```
Positions in Å, forces in eV/Å.

Relative energy (zero: lowest compared OMol25 entry of this formula, charge and spin), kcal per mole: 0.0
HOMO energy, eV: -5.06
Total charge: -1


[2]
This record from OMol25 describes C28H33Br69F3NO3S as an isolated structure. The level of theory is wB97M-V/def2-TZVPD.

The geometry in XYZ format:
```
138
Properties=species:S:1:pos:R:3:forces:R:3
C -0.366 3.180 -0.584 1.076 0.173 0.341
C 0.565 4.490 -0.456 -1.288 -0.484 0.423
N 1.801 4.180 0.352 -2.004 -1.227 -0.679
O 2.377 5.413 0.616 1.505 1.717 1.126
S 4.015 5.441 0.165 1.871 -2.596 -0.123
O 4.678 4.171 0.597 -1.632 3.250 -0.211
O 4.602 6.745 1.095 -1.712 -0.693 -0.462
C 4.172 7.938 0.368 0.333 0.764 -0.811
C 4.391 9.276 1.203 -1.077 0.106 -0.749
C 3.273 10.303 0.694 1.997 0.286 0.077
F 2.055 10.130 1.341 1.925 0.647 -1.454
F 3.801 11.590 0.947 -1.725 -1.797 -0.316
F 3.103 10.244 -0.698 -0.278 0.117 2.529
H -0.368 2.579 0.388 -0.031 0.825 -1.225
H -1.433 3.445 -0.841 1.263 -0.194 0.192
H 0.093 2.533 -1.389 -0.741 0.548 0.891
H -0.015 5.282 0.121 0.882 -0.822 -1.105
H 0.810 4.824 -1.520 0.188 -0.236 2.751
H 1.412 3.881 1.266 0.644 0.089 -0.570
H 4.785 7.955 -0.595 -0.798 0.304 1.225
H 3.085 7.875 0.039 1.193 -0.078 0.691
H 5.394 9.770 1.015 -1.247 -0.732 0.164
H 4.230 9.158 2.314 0.225 -0.064 -1.365
C -2.354 8.098 -0.039 0.013 0.086 -0.013
Br -0.651 8.996 0.179 -0.259 -0.212 -0.055
Br -2.978 8.168 -1.872 0.121 -0.030 0.280
Br -2.293 6.277 0.615 -0.327 0.399 -0.011
H -3.078 8.635 0.567 0.142 -0.131 -0.137
C 1.083 4.800 -5.290 -0.225 0.018 -0.207
Br 1.755 3.054 -5.794 -0.084 0.291 0.098
Br 0.372 4.799 -3.484 0.121 0.050 -1.659
Br 2.415 6.186 -5.538 -0.157 -0.267 0.149
H 0.256 5.029 -5.959 0.193 -0.003 0.088
C 0.173 9.050 -6.786 0.077 0.060 0.011
Br 0.005 7.708 -8.175 -0.054 0.237 0.200
Br 0.015 10.845 -7.497 0.033 -0.336 0.131
Br -1.070 8.740 -5.333 0.220 0.007 -0.233
H 1.174 8.958 -6.373 -0.220 -0.032 -0.073
C 2.528 -1.279 -5.380 -0.078 0.097 0.024
Br 0.840 -2.142 -4.982 0.301 0.144 -0.103
Br 4.016 -2.516 -5.252 -0.271 0.114 -0.054
Br 2.487 -0.373 -7.093 -0.082 -0.223 0.333
H 2.682 -0.516 -4.621 0.005 -0.164 -0.157
C -1.602 12.554 -10.967 -0.116 -0.058 -0.059
Br -0.447 11.177 -11.688 -0.180 0.255 0.190
Br -2.895 11.830 -9.719 0.197 0.157 -0.239
Br -0.587 14.008 -10.184 -0.027 -0.350 -0.038
H -2.162 12.970 -11.801 0.130 -0.060 0.187
C -2.858 -3.872 -3.128 0.065 -0.074 -0.006
Br -4.583 -4.144 -2.284 0.265 0.034 -0.114
Br -2.975 -3.973 -5.060 0.014 0.064 0.662
Br -2.023 -2.225 -2.544 -0.197 -0.276 -0.079
H -2.213 -4.687 -2.805 -0.130 0.217 -0.047
C -2.019 -6.736 -0.391 -0.132 -0.110 0.095
Br -1.972 -8.476 0.456 0.059 0.389 0.012
Br -2.082 -5.301 0.910 -0.002 -0.174 -0.244
Br -0.559 -6.506 -1.646 -0.150 -0.069 0.203
H -2.942 -6.686 -0.964 0.172 0.020 0.117
C 0.002 -3.094 3.421 0.006 -0.043 -0.039
Br -1.534 -1.924 3.579 0.308 -0.184 -0.050
Br 1.014 -2.738 1.808 -0.151 -0.020 0.276
Br 1.121 -3.036 5.002 -0.151 0.054 -0.244
H -0.379 -4.109 3.339 0.088 0.199 0.014
C -3.022 -11.787 -2.420 0.000 -0.045 -0.044
Br -4.857 -11.590 -1.828 0.327 0.001 -0.058
Br -2.213 -10.076 -2.838 -0.127 -0.305 -0.058
Br -1.959 -12.792 -1.149 -0.160 0.201 -0.148
H -3.044 -12.362 -3.342 -0.001 0.128 0.200
C -0.901 -15.666 1.973 0.038 -0.057 0.043
Br 0.591 -14.650 1.267 -0.316 -0.143 0.086
Br -2.255 -14.512 2.745 0.205 -0.195 -0.168
Br -1.648 -16.865 0.647 0.113 0.251 0.232
H -0.512 -16.285 2.779 -0.037 0.124 -0.160
C -5.816 -2.807 4.291 -0.018 -0.055 0.017
Br -4.496 -4.196 4.580 -0.261 0.220 -0.078
Br -5.032 -1.035 4.360 -0.136 -0.286 -0.037
Br -6.808 -3.089 2.650 0.226 0.060 0.264
H -6.529 -2.871 5.109 0.161 0.028 -0.174
C 2.106 9.453 4.722 -0.153 0.015 0.026
Br 2.762 7.719 4.152 -0.127 0.256 0.152
Br 1.353 9.384 6.505 0.208 0.063 -0.391
Br 3.466 10.825 4.565 -0.191 -0.221 0.077
H 1.300 9.725 4.045 0.191 -0.052 0.116
C -1.721 -17.576 5.313 -0.171 0.024 0.084
Br -0.549 -18.907 4.529 -0.180 0.248 -0.015
Br -3.000 -18.369 6.532 0.352 0.178 -0.243
Br -0.722 -16.141 6.149 -0.116 -0.289 -0.155
H -2.290 -17.134 4.497 0.109 -0.071 0.160
C -3.649 -1.979 -8.499 -0.055 0.125 0.052
Br -3.312 -1.396 -10.316 -0.016 -0.136 0.331
Br -3.155 -3.836 -8.238 -0.038 0.289 -0.415
Br -2.800 -0.818 -7.201 -0.090 -0.208 -0.281
H -4.722 -1.909 -8.336 0.231 -0.038 -0.033
C -6.778 -17.560 8.251 -0.004 0.034 0.003
Br -6.462 -16.962 6.435 -0.139 -0.053 0.297
Br -6.272 -19.416 8.492 -0.085 0.352 -0.060
Br -5.920 -16.405 9.549 -0.100 -0.212 -0.248
H -7.849 -17.495 8.426 0.231 -0.034 -0.036
C 6.533 -0.704 -7.598 -0.051 -0.035 0.039
Br 8.434 -0.828 -7.950 -0.335 0.064 0.051
Br 6.144 0.585 -6.203 0.143 -0.145 -0.274
Br 5.525 -0.343 -9.213 0.296 -0.019 0.199
H 6.212 -1.676 -7.232 0.030 0.217 -0.062
C -8.681 -22.761 9.507 -0.054 0.007 0.014
Br -6.781 -22.887 9.147 -0.279 -0.049 0.061
Br -9.063 -21.487 10.917 0.090 -0.190 -0.274
Br -9.694 -22.381 7.899 0.212 -0.019 0.280
H -9.003 -23.736 9.863 0.086 0.208 -0.079
C -0.185 -21.863 7.425 0.004 0.032 -0.067
Br 0.826 -20.239 7.735 -0.174 -0.322 0.100
Br 0.671 -23.407 8.225 -0.152 0.281 -0.105
Br -2.028 -21.684 7.997 0.348 -0.113 -0.012
H -0.200 -22.029 6.350 -0.009 0.047 0.225
C -2.313 17.339 -9.184 0.024 -0.045 0.022
Br -4.043 17.125 -8.339 0.302 0.059 -0.176
Br -2.428 17.175 -11.111 -0.053 0.144 0.307
Br -1.451 18.991 -8.652 -0.181 -0.274 -0.117
H -1.684 16.524 -8.832 -0.151 0.149 -0.083
C 4.089 14.575 -1.164 -0.011 -0.168 0.051
Br 5.997 14.448 -1.490 -0.702 0.050 0.059
Br 3.686 15.804 0.281 0.098 -0.188 -0.275
Br 3.111 15.016 -2.778 0.186 -0.036 0.273
H 3.753 13.590 -0.847 0.040 0.222 -0.043
C 4.750 -1.205 6.702 -0.001 0.036 -0.092
Br 5.935 -2.532 5.933 -0.212 0.227 0.180
Br 3.471 -2.003 7.920 0.225 0.108 -0.179
Br 5.733 0.242 7.537 -0.167 -0.291 -0.116
H 4.182 -0.773 5.882 0.110 -0.100 0.174
C 9.839 15.697 -0.940 0.028 0.044 0.119
Br 11.348 16.721 -1.596 -0.296 -0.180 0.073
Br 8.498 16.835 -0.127 0.304 -0.158 -0.175
Br 9.088 14.562 -2.322 0.427 0.224 0.133
H 10.215 15.041 -0.159 -0.086 0.127 -0.183
C -1.222 6.628 8.906 0.006 -0.080 0.032
Br 0.684 6.481 8.592 -0.365 -0.018 0.121
Br -1.619 7.849 10.358 0.088 -0.175 -0.287
Br -2.183 7.096 7.289 0.188 -0.036 0.267
H -1.572 5.646 9.212 0.068 0.218 -0.068
```
Positions in Å, forces in eV/Å.

HOMO energy, eV: -9.53
Total charge: 0


> Which of these has the lowest total charge?

C28H33BN7O5PbS8